Formula: C41H92F9N3O20PS
Source: the OMol25 dataset
Level of theory: ωB97M-V with the def2-TZVPD basis set

Computed properties:
HOMO-LUMO gap   5.9 eV
E_HOMO   -4.3 eV
Calculated total energy   -4924.5092 Ha
Multiplicity   1
Charge   -1

XYZ file:
```
167
Properties=species:S:1:pos:R:3:forces:R:3
C 5.547273 -1.745243 -4.615531 0.72 -0.14 0.21
N 6.549516 -1.041638 -3.769941 -0.40 -0.63 -0.72
C 6.118930 -1.009721 -2.358271 -1.60 -1.15 -1.04
N 7.137136 -1.269372 -1.343196 -0.35 -0.36 -0.25
C 7.898663 -0.110239 -0.811440 1.43 0.65 1.78
C 8.432515 -0.532628 0.641159 0.20 -0.11 -0.06
C 9.920451 -1.018892 0.678742 0.42 0.13 1.28
C 10.251918 -1.962099 1.910256 0.24 0.32 -0.77
C 10.356798 -1.184342 3.277557 0.38 -0.75 -0.01
C 9.691332 -1.951947 4.485479 2.99 1.60 -0.77
F 10.252650 -1.348229 5.621411 -0.93 -0.87 -0.58
F 10.195327 -3.224164 4.460026 -1.22 0.49 0.36
C 8.136439 -1.761470 4.588162 0.00 2.11 0.53
F 7.736649 -0.913319 3.594763 0.60 -1.14 0.72
F 7.861142 -1.071493 5.738688 0.39 -1.02 -0.92
S 7.020291 -3.267861 4.544731 -3.44 -0.73 -0.26
F 6.090892 -2.624486 5.737011 0.77 -0.77 -1.04
F 6.039791 -2.515196 3.460102 0.77 -0.81 0.95
F 7.788558 -3.941268 3.298509 0.08 0.54 1.29
F 7.852034 -4.066965 5.667119 -0.04 0.75 -1.16
F 5.979842 -4.512535 4.497426 0.95 0.80 0.13
C 9.107838 0.383642 -1.733262 2.15 0.52 -3.22
O 9.944722 1.202785 -1.289496 -1.01 -0.03 2.06
O 9.211171 0.014194 -2.943517 -1.88 -0.74 1.65
N 7.104583 1.103725 -0.561451 -0.44 -0.99 -0.77
C 7.031486 2.096706 -1.631256 -1.04 1.61 -0.41
C 5.981819 0.987809 0.303847 -0.18 1.12 1.94
C 6.066200 1.808707 1.653818 -0.46 -0.06 -0.22
O 4.985741 0.318141 0.170392 0.50 -0.40 -0.73
P 7.909893 -2.764578 -1.441178 1.00 -1.73 -1.76
O 9.216260 -2.835901 -2.125765 -0.38 0.05 1.12
O 6.877285 -3.727741 -2.336157 0.05 1.09 1.47
O 8.032015 -3.570843 0.022715 -1.26 1.54 -1.12
H 4.607374 -1.146827 -4.655258 0.55 -0.61 -0.13
H 5.378624 -2.791274 -4.228196 -0.32 0.83 -0.22
H 6.003311 -1.872569 -5.631460 -0.62 0.38 0.69
H 7.413711 -1.563431 -3.915366 0.15 0.62 0.59
H 5.338989 -1.825319 -2.250245 0.65 0.68 0.18
H 5.533952 -0.069034 -2.225375 0.96 -0.61 0.55
H 7.696589 -1.276963 1.053826 0.82 0.43 -0.36
H 8.381264 0.330205 1.353157 -0.03 -0.53 -0.97
H 10.310069 -1.464909 -0.261388 -0.63 0.16 0.56
H 10.546561 -0.103095 0.859111 -0.55 -0.74 -0.54
H 9.568733 -2.837425 1.982626 0.32 0.69 -0.14
H 11.265698 -2.383884 1.677060 -0.89 0.22 0.40
H 10.052089 -0.115093 3.232093 -0.15 -0.88 0.02
H 11.446053 -1.171992 3.548191 -1.03 0.00 0.06
H 6.112398 2.730909 -1.460238 0.70 -0.59 -0.06
H 7.886849 2.820389 -1.601398 -0.47 -0.97 -0.10
H 6.900110 1.680181 -2.665919 0.40 0.10 0.97
H 5.050499 1.853935 2.128959 0.78 -0.03 -0.62
H 6.704756 1.250455 2.386626 -0.21 0.63 -0.81
H 6.431284 2.849011 1.480948 0.04 -0.89 0.20
H 7.300122 -4.591686 -2.482236 -0.05 0.45 0.02
H 7.210219 -3.385382 0.521418 0.47 -0.25 -0.10
C -1.150368 2.620371 1.149532 -0.07 -0.01 -0.14
O -0.342010 3.089093 0.083296 -0.02 0.02 0.26
C 0.638539 4.027710 0.511533 0.14 -0.11 -0.45
C 2.004346 3.381147 0.668817 0.03 0.04 0.45
O 2.011406 2.425531 1.720507 -0.25 0.05 -0.22
C 1.894453 1.087948 1.246610 0.19 -0.19 0.04
H -1.673330 1.724736 0.812467 0.04 0.04 -0.03
H -0.559672 2.364857 2.031511 0.03 0.03 -0.02
H -1.892919 3.383189 1.413592 -0.03 -0.03 0.13
H 0.327927 4.515019 1.442266 0.05 -0.08 0.04
H 0.702318 4.797533 -0.264835 0.03 0.03 0.03
H 2.729992 4.155930 0.936676 -0.01 0.03 -0.06
H 2.333107 2.924614 -0.270545 -0.09 0.02 0.00
H 2.855298 0.751676 0.849176 -0.09 -0.06 -0.04
H 1.123059 0.986701 0.478822 -0.02 0.10 0.02
H 1.622645 0.453257 2.091583 0.04 0.11 0.04
C -7.376528 0.161238 -0.295215 -0.15 0.03 -0.07
O -6.566169 0.628460 -1.362626 0.12 -0.03 0.25
C -5.582617 1.559145 -0.927639 0.07 -0.11 -0.43
C -4.220939 0.904536 -0.771608 -0.04 0.14 0.40
O -4.222163 -0.059501 0.276151 -0.16 -0.05 -0.24
C -4.345262 -1.389245 -0.204546 0.11 -0.03 0.13
H -7.905491 -0.731528 -0.632256 0.02 0.06 -0.07
H -6.785323 -0.098137 0.584513 0.00 0.02 -0.01
H -8.113451 0.926510 -0.028597 0.00 -0.03 0.11
H -5.892200 2.042358 0.005140 0.04 -0.06 0.02
H -5.511950 2.333532 -1.698441 0.03 0.03 0.03
H -3.492451 1.673199 -0.497189 -0.01 0.02 -0.07
H -3.891774 0.451966 -1.712890 -0.08 0.01 0.00
H -3.384515 -1.731890 -0.601714 -0.05 -0.07 -0.07
H -5.114158 -1.480853 -0.975631 0.02 0.06 -0.01
H -4.623451 -2.027572 0.635390 0.06 0.07 0.02
C -6.189100 -3.264234 -6.160755 0.14 -0.05 0.04
O -5.779561 -2.723875 -4.915340 -0.24 0.06 -0.16
C -6.103757 -1.343699 -4.782927 0.14 -0.19 0.40
C -7.356893 -1.139965 -3.950208 -0.17 0.27 -0.38
O -8.509754 -1.669865 -4.601380 0.19 -0.27 0.08
C -8.882623 -2.942270 -4.101059 -0.13 0.09 -0.08
H -6.166573 -4.351716 -6.082593 0.07 0.05 0.05
H -7.202415 -2.956073 -6.427629 0.01 0.04 0.02
H -5.493224 -2.954279 -6.947756 -0.07 -0.01 -0.08
H -6.208544 -0.873583 -5.766198 -0.08 -0.03 0.02
H -5.262752 -0.865624 -4.270919 -0.03 0.04 0.00
H -7.525047 -0.067283 -3.826376 0.05 -0.03 0.08
H -7.240923 -1.576990 -2.953523 0.06 -0.01 -0.06
H -9.400616 -2.828370 -3.142427 0.03 -0.10 0.05
H -8.023531 -3.605878 -3.976438 0.02 0.06 0.02
H -9.568435 -3.398800 -4.816299 -0.01 0.09 0.02
C -6.372406 -0.503527 3.365548 0.01 0.06 -0.15
O -7.767456 -0.696283 3.170915 0.13 -0.06 0.26
C -8.255438 -1.846241 3.850469 -0.34 0.25 -0.20
C -8.942312 -1.475483 5.154120 0.30 -0.27 0.20
O -8.024520 -0.926287 6.091872 -0.09 0.18 -0.27
C -8.075789 0.490714 6.142412 0.05 -0.02 0.17
H -6.123000 0.514680 3.065333 -0.06 -0.05 -0.08
H -6.082334 -0.638459 4.409510 -0.05 -0.03 0.00
H -5.811628 -1.201966 2.735989 0.10 0.03 0.06
H -7.448944 -2.565607 4.024835 -0.01 0.05 0.08
H -8.989756 -2.320253 3.190955 0.00 -0.03 0.03
H -9.353510 -2.384038 5.605005 -0.03 0.00 -0.04
H -9.773029 -0.783947 4.976268 0.06 0.01 -0.08
H -8.950425 0.811498 6.718092 -0.02 0.10 -0.06
H -8.108150 0.939048 5.146440 -0.03 -0.06 -0.01
H -7.176325 0.843060 6.648438 -0.04 -0.09 0.02
C 6.983706 -9.064308 -4.888060 -0.05 -0.11 -0.06
O 5.567724 -8.973953 -4.884747 0.18 0.16 0.13
C 5.060548 -8.367164 -3.701607 -0.31 -0.05 -0.31
C 4.706472 -6.906962 -3.927523 0.29 0.13 0.36
O 5.861182 -6.126295 -4.205531 -0.06 -0.29 -0.20
C 6.028291 -5.868788 -5.591110 0.11 0.19 0.02
H 7.308007 -9.270370 -5.908531 -0.09 -0.03 0.02
H 7.454123 -8.136972 -4.555038 -0.03 0.00 0.02
H 7.305385 -9.889714 -4.243691 0.09 0.04 0.02
H 5.772219 -8.471574 -2.876197 0.02 0.08 -0.04
H 4.149716 -8.910207 -3.429267 0.00 0.02 0.03
H 4.264889 -6.506914 -3.009404 -0.03 -0.02 -0.01
H 3.967013 -6.801682 -4.728295 0.05 -0.09 -0.02
H 5.341907 -5.076567 -5.907065 0.00 -0.02 -0.08
H 5.864421 -6.761188 -6.200212 -0.05 -0.02 0.07
H 7.051752 -5.527152 -5.749547 -0.06 0.05 0.10
C -11.347285 5.398194 3.131947 -0.04 0.02 0.14
O -10.844516 4.288381 3.858340 0.00 0.04 -0.28
C -10.886836 3.078860 3.109933 0.24 -0.03 0.38
C -9.529516 2.736982 2.519953 -0.19 -0.02 -0.43
O -9.127702 3.692003 1.543551 -0.02 0.09 0.31
C -8.203785 4.641449 2.053265 0.06 0.00 -0.17
H -11.032114 6.308627 3.642545 -0.01 -0.08 0.06
H -10.966575 5.424380 2.108732 0.00 -0.04 0.00
H -12.442072 5.366303 3.114354 -0.01 0.05 -0.09
H -11.649338 3.133724 2.326129 0.08 0.03 -0.04
H -11.176771 2.283560 3.804389 0.00 -0.02 -0.03
H -9.601254 1.771208 2.010253 0.02 -0.04 0.08
H -8.771360 2.645074 3.304888 -0.07 0.04 0.03
H -7.206035 4.194266 2.114949 0.04 0.07 0.09
H -8.497574 5.018140 3.035803 -0.02 -0.07 0.00
H -8.166715 5.482466 1.359854 0.00 -0.10 -0.04
C -1.103008 8.078244 0.680375 0.12 0.02 -0.10
O -1.397029 7.399547 -0.530127 -0.18 0.01 0.27
C -2.004063 6.130439 -0.313271 -0.01 0.11 -0.49
C -3.509814 6.190608 -0.505074 0.01 -0.14 0.41
O -4.133319 7.005629 0.483096 0.14 0.15 -0.21
C -4.437157 8.306119 0.006599 -0.11 -0.02 0.12
H -0.909155 9.125011 0.444006 0.03 -0.07 -0.07
H -1.932730 8.030058 1.389107 -0.01 -0.04 -0.01
H -0.205229 7.649640 1.138569 -0.03 0.03 0.10
H -1.752395 5.744365 0.679416 -0.08 0.04 0.00
H -1.584380 5.444221 -1.054818 -0.03 -0.06 0.07
H -3.918583 5.181597 -0.389684 0.03 -0.02 -0.03
H -3.762846 6.541916 -1.510933 0.08 0.03 0.02
H -5.334727 8.272825 -0.620320 0.03 0.09 -0.07
H -3.611024 8.742592 -0.559532 0.00 -0.07 -0.02
H -4.637101 8.943364 0.869116 -0.03 -0.10 0.00
```
Forces are in eV/Å.